1.
Formula: C32H88O28S12
Source: OMol25
Level of theory: ωB97M-V/def2-TZVPD

Last column: Löwdin charge in e.
Positions of all 160 atoms, in Å:
O -1.504802 -7.921926 -0.951622  -0.31
S -0.476544 -8.975839 -1.024583  0.65
O 0.220401 -9.280072 -2.279886  -0.29
O 0.721811 -8.482230 -0.041556  -0.27
C 1.374731 -7.261719 -0.429553  -0.28
C 1.331518 -6.316285 0.725084  -0.08
C -1.023007 -10.363684 -0.140159  -0.13
H 0.959735 -6.870272 -1.358337  0.10
H 2.401875 -7.437886 -0.749022  0.13
H 1.979870 -5.441178 0.680942  0.06
H 1.666744 -6.829163 1.626577  0.09
H 0.357808 -5.837253 0.827644  0.07
H -1.991228 -10.637119 -0.559533  0.08
H -1.024351 -10.097143 0.916749  0.08
H -0.351271 -11.194571 -0.355815  0.08
O 3.396926 -3.905167 -3.311678  -0.29
S 2.488349 -3.379527 -2.280047  0.66
O 1.391690 -4.121004 -1.701283  -0.29
O 3.389526 -2.744152 -1.050983  -0.29
C 4.685696 -2.162323 -1.440892  -0.22
C 5.346188 -1.681718 -0.124188  -0.04
C 1.790396 -1.837864 -2.856070  -0.12
H 4.335559 -1.352637 -2.081147  0.09
H 5.325437 -2.855961 -1.986504  0.11
H 5.596741 -2.527772 0.515757  0.08
H 4.608886 -1.052890 0.374863  0.06
H 6.178067 -1.022626 -0.372533  0.07
H 2.297971 -1.513167 -3.764393  0.07
H 1.716600 -1.031177 -2.126744  0.05
H 0.791055 -2.165749 -3.142271  0.05
O -6.050379 -1.214844 0.035794  -0.31
S -4.990111 -0.624755 0.878923  0.68
O -4.014011 -1.503249 1.464337  -0.29
O -4.224002 0.614096 0.095339  -0.26
C -4.061238 0.458541 -1.296962  -0.32
C -3.472837 1.705052 -1.854947  -0.06
C -5.780137 0.417523 2.249745  -0.08
H -4.899836 0.169460 -1.930424  0.13
H -3.293752 -0.287108 -1.504511  0.08
H -2.621078 2.039497 -1.262705  0.06
H -4.238274 2.472649 -1.740928  0.08
H -3.189871 1.484288 -2.884163  0.09
H -5.005501 1.038183 2.700106  0.02
H -6.462383 -0.137609 2.893543  0.07
H -6.484449 1.057500 1.718270  0.05
O 0.409006 -0.677342 -6.036148  -0.29
S 0.001016 0.533937 -5.295514  0.70
O 0.026274 0.497995 -3.822363  -0.33
O 0.834110 1.924120 -5.802372  -0.29
C 2.278044 1.827112 -5.901055  -0.27
C 2.631538 3.254866 -6.108278  -0.08
C -1.687104 1.024352 -5.776672  -0.10
H 2.561620 1.121156 -6.681639  0.13
H 2.731631 1.471751 -4.975813  0.10
H 2.316882 3.656537 -7.071477  0.09
H 3.718979 3.329504 -6.107452  0.09
H 2.257833 3.891388 -5.306231  0.08
H -1.942300 0.902935 -6.829400  0.08
H -1.898687 2.030346 -5.414322  0.05
H -2.300067 0.329565 -5.202520  0.06
O -3.599667 4.365729 0.334046  -0.30
S -2.816082 5.260582 -0.526124  0.69
O -1.622440 5.982536 -0.086404  -0.30
O -2.570802 4.447831 -1.986574  -0.29
C -1.823299 5.116232 -2.994662  -0.29
C -0.776916 4.200518 -3.476235  -0.06
C -4.033315 6.487351 -1.123896  -0.10
H -1.417338 6.047361 -2.599324  0.11
H -2.490377 5.369146 -3.818768  0.13
H -1.146089 3.278817 -3.925991  0.05
H -0.112245 3.872699 -2.676949  0.09
H -0.178807 4.575957 -4.306540  0.09
H -3.552779 7.152233 -1.841608  0.06
H -4.324535 7.143494 -0.303668  0.07
H -4.832009 5.943296 -1.628068  0.08
O 6.863054 1.338862 1.361752  -0.29
S 5.974198 2.243832 0.665964  0.69
O 6.303335 3.681267 0.609290  -0.31
O 5.816403 1.694009 -0.956604  -0.27
C 4.976987 2.270541 -1.895060  -0.28
C 3.537547 1.669568 -1.897124  -0.05
C 4.314341 2.010230 1.317394  -0.11
H 5.423353 2.147647 -2.881852  0.11
H 5.012713 3.350450 -1.751464  0.12
H 2.919740 2.306834 -1.264442  0.04
H 3.417115 0.652734 -1.523436  0.05
H 3.076424 1.837288 -2.870438  0.06
H 4.447493 2.361688 2.340552  0.07
H 4.111340 0.942626 1.233105  0.05
H 3.653160 2.505847 0.606550  0.03
O -1.328219 -3.993970 -4.261809  -0.30
S -2.258028 -3.436169 -3.273126  0.71
O -2.429453 -1.984345 -3.152450  -0.32
O -3.803717 -3.964091 -3.651645  -0.27
C -4.046800 -5.224869 -4.163253  -0.35
C -5.511427 -5.450659 -4.107376  -0.07
C -2.039140 -4.345072 -1.614020  -0.05
H -3.563746 -6.006554 -3.576966  0.12
H -3.744579 -5.334589 -5.204752  0.12
H -5.712558 -6.438453 -4.521981  0.08
H -6.046776 -4.785391 -4.784824  0.09
H -5.765911 -5.440910 -3.047541  0.09
H -1.448720 -5.230149 -1.850977  0.05
H -3.006095 -4.708430 -1.266065  0.07
H -1.413521 -3.786293 -0.917984  0.05
O 3.883278 1.623717 5.028877  -0.29
S 2.518614 1.674996 5.533279  0.65
O 1.442955 1.668348 4.541463  -0.32
O 2.443941 0.424216 6.577303  -0.23
C 1.138854 -0.077084 6.934116  -0.28
C 0.646879 0.329510 8.261298  -0.08
C 2.408497 3.138417 6.683343  -0.09
H 1.191648 -1.165537 6.909771  0.13
H 0.405810 0.176000 6.168165  0.09
H 1.259441 -0.129485 9.037306  0.09
H -0.376149 0.014987 8.467668  0.09
H 0.697624 1.405326 8.429051  0.07
H 3.084500 2.930095 7.512637  0.07
H 1.415800 3.277777 7.111395  0.05
H 2.647422 4.069579 6.169570  0.06
C -0.485575 2.160493 0.733066  -0.24
S 0.316576 0.997262 -0.427391  0.89
O 1.654281 0.610516 0.245648  -0.57
C -0.906200 -0.337041 -0.098884  -0.22
H -1.076467 2.916631 0.216147  0.02
H 0.284583 2.749143 1.231506  0.02
H -1.042926 1.731455 1.565762  0.02
H -0.594107 -1.210191 0.474088  0.02
H -1.148315 -0.716143 -1.091740  0.03
H -1.837359 0.029339 0.333340  0.03
C 1.442901 -3.252713 2.950037  -0.24
S -0.224663 -3.165895 2.316153  0.80
O -0.785462 -4.450679 2.834696  -0.55
C -0.845507 -1.756941 3.390323  -0.23
H 1.998026 -4.053079 2.460812  0.04
H 1.206752 -3.546797 3.972703  0.05
H 1.951847 -2.290115 2.900182  0.06
H -0.498547 -0.803649 2.991643  0.03
H -0.694801 -1.967486 4.449128  0.05
H -1.933668 -1.763124 3.327396  0.03
C -1.803237 2.386624 5.930921  -0.25
S -2.020138 1.678131 4.261502  0.83
O -3.218972 0.744597 4.252873  -0.56
C -2.845112 3.171562 3.563096  -0.23
H -2.755001 2.866986 6.157875  0.05
H -1.066322 3.182397 5.822268  0.04
H -1.481830 1.667339 6.684208  0.04
H -2.866151 2.868522 2.516285  0.01
H -2.223092 4.056964 3.694450  0.06
H -3.895732 3.251117 3.842314  0.07
C 1.444141 6.769984 1.147455  -0.24
S 2.234984 5.094246 0.850862  0.83
O 3.739505 5.275405 0.672786  -0.55
C 1.959268 4.516175 2.559596  -0.28
H 2.060077 7.281187 1.887308  0.05
H 0.382070 6.650383 1.361458  0.02
H 1.476305 7.381043 0.245408  0.05
H 2.686297 4.998233 3.213171  0.06
H 2.048858 3.446742 2.750302  0.02
H 0.988490 4.835880 2.938371  0.05

Forces on atoms 1 to 2 (eV/Å):
1.2 -2.0 -0.6
1.7 3.5 -1.0

## Properties
Kohn-Sham gap, eV: 8.33
ΔE to the lowest compared entry with this formula, charge and spin, kcal per mole: 74.96
Net charge: 0
HOMO energy, eV: -8.576

---

2.
Formula: C32H89N7O11
Source: OMol25
Level of theory: ωB97M-V/def2-TZVPD

Last column: Löwdin charge in e.
Positions of all 139 atoms, in Å:
C -0.886367 -1.273797 4.246366  -0.08
C 0.054822 -0.640443 5.255377  -0.45
C 0.213383 0.851031 5.038435  -0.15
O 1.069636 1.116534 3.847665  -0.21
C 0.993052 2.504281 3.545331  -0.12
N -0.575522 -0.786705 6.535547  0.04
H -0.600941 -1.115617 3.206365  0.05
H -1.878703 -0.828781 4.319439  0.08
H -1.031224 -2.347880 4.362427  0.08
H 1.015517 -1.154281 5.221871  0.14
H 0.625328 1.369655 5.904126  0.13
H -0.806859 1.210340 4.903818  0.12
H -0.004376 2.791796 3.212799  0.08
H 1.625612 2.857999 2.731170  0.07
H 1.315363 3.112086 4.390785  0.09
H -1.546638 -0.570738 6.361198  0.07
H -0.589562 -1.768828 6.770779  0.08
C 3.455769 -7.254711 -4.785856  -0.07
C 4.619671 -6.980695 -3.763253  -0.37
C 4.066784 -6.350938 -2.493283  -0.19
O 3.367387 -5.132801 -2.905008  -0.19
C 2.799979 -4.433090 -1.823382  -0.14
N 5.172949 -8.381096 -3.577920  0.02
H 3.578978 -8.044976 -5.526405  0.07
H 3.401995 -6.425055 -5.490746  0.06
H 2.487216 -7.416597 -4.312777  0.07
H 5.371998 -6.279737 -4.124876  0.14
H 4.916385 -6.012237 -1.900366  0.12
H 3.439117 -7.047662 -1.937670  0.12
H 2.247808 -3.584298 -2.226826  0.08
H 3.633414 -3.998049 -1.271814  0.08
H 2.147254 -4.928566 -1.104670  0.09
H 4.561396 -8.941427 -3.001619  0.06
H 5.928219 -8.313591 -2.910745  0.05
C 2.278258 -1.504033 0.595027  -0.06
C 1.656288 -0.177983 0.219311  -0.39
C 0.047958 -0.236525 0.209034  -0.15
O -0.427858 0.985361 -0.316743  -0.22
C -1.773695 0.966609 -0.768434  -0.07
N 2.198895 0.899873 1.026411  0.07
H 2.064207 -1.762036 1.632193  0.07
H 3.360170 -1.542134 0.468102  0.08
H 1.928924 -2.214197 -0.154452  0.06
H 1.997946 0.106016 -0.776040  0.12
H -0.412949 -0.360623 1.188960  0.11
H -0.173627 -0.998927 -0.537792  0.11
H -1.989611 2.009323 -1.001336  0.07
H -2.324450 0.718878 0.138984  0.08
H -1.803385 0.460201 -1.733189  0.09
H 1.766766 0.978604 1.935889  0.03
H 1.800532 1.733976 0.619356  0.04
C -4.430133 0.012568 -3.657570  0.01
C -5.591108 0.986031 -3.331711  -0.30
C -6.150656 1.923133 -4.483637  -0.17
O -5.317576 2.950673 -4.899849  -0.18
C -4.441065 2.577664 -5.975286  -0.05
N -6.768419 0.327737 -2.758132  0.24
H -3.451292 0.491821 -3.674825  0.09
H -4.627816 -0.534504 -4.579382  0.10
H -4.523562 -0.832424 -2.975391  0.07
H -5.321080 1.702319 -2.555742  0.14
H -7.029569 2.452705 -4.115976  0.13
H -6.486182 1.263957 -5.284261  0.15
H -4.836664 2.558474 -6.990787  0.11
H -3.852050 1.669361 -5.848211  0.09
H -3.697074 3.372589 -5.923657  0.09
H -7.376768 1.042506 -2.385162  0.13
H -6.427423 -0.203227 -1.969527  0.10
C 5.124574 -3.889669 5.993233  -0.05
C 5.799007 -3.605800 4.615684  -0.40
C 6.174246 -2.140793 4.339127  -0.22
O 5.157414 -1.161902 4.539972  -0.20
C 4.041228 -1.142455 3.590204  -0.08
N 7.044294 -4.458334 4.628830  0.03
H 4.319133 -3.195613 6.233331  0.06
H 5.899907 -3.838683 6.757672  0.08
H 4.597474 -4.843349 6.020673  0.07
H 5.158333 -3.811978 3.758291  0.12
H 6.578309 -1.914552 3.352383  0.12
H 6.940796 -1.851170 5.057888  0.12
H 3.378247 -0.339379 3.912102  0.07
H 3.492726 -2.083885 3.621334  0.07
H 4.295883 -0.950624 2.547871  0.07
H 7.524795 -4.322409 3.750913  0.06
H 7.693497 -3.913198 5.177887  0.05
C -3.602504 5.417904 -3.355319  -0.04
C -4.001426 4.307895 -2.370753  -0.40
C -3.347005 4.511720 -0.915401  -0.17
O -3.786850 3.556914 0.028275  -0.23
C -3.309323 3.828958 1.335351  -0.08
N -5.416782 4.366708 -2.238850  0.13
H -2.524307 5.298852 -3.462184  0.08
H -3.727179 6.421024 -2.947540  0.09
H -3.998007 5.317908 -4.366104  0.07
H -3.650371 3.383933 -2.830269  0.12
H -3.424561 5.528021 -0.529106  0.13
H -2.268793 4.379638 -1.005462  0.11
H -3.078416 4.857208 1.613713  0.09
H -2.366109 3.286436 1.399571  0.09
H -4.094112 3.503062 2.017982  0.09
H -5.699715 3.961074 -3.119479  0.05
H -5.683263 3.678815 -1.548990  0.07
C -4.440096 -2.966024 -0.398770  -0.05
C -3.414520 -2.220664 0.449337  -0.46
C -4.060987 -1.082728 1.137952  -0.19
O -4.490813 -0.101730 0.171586  -0.23
C -5.445099 0.844710 0.635595  -0.08
N -2.902455 -3.171345 1.439522  0.06
H -3.922871 -3.589974 -1.127658  0.08
H -5.023748 -2.265226 -0.995706  0.05
H -5.147083 -3.507144 0.230087  0.09
H -2.612239 -1.899708 -0.215070  0.12
H -3.310006 -0.614374 1.774182  0.12
H -4.929000 -1.417822 1.705729  0.14
H -5.081845 1.725493 1.165112  0.07
H -6.231135 0.363289 1.217390  0.10
H -5.827230 1.274928 -0.290135  0.05
H -2.290293 -2.783818 2.143206  0.05
H -2.275660 -3.769569 0.920528  0.08
C 1.234013 5.972956 -0.830695  -0.26
C 0.725228 5.356677 0.448967  -0.25
O 0.756612 3.962342 0.312799  -0.07
O 0.443543 5.746703 -1.945374  -0.06
H 2.258480 5.645327 -1.007396  0.13
H 1.224009 7.056586 -0.713416  0.12
H -0.248679 5.723854 0.772682  0.11
H 1.320333 5.738241 1.278652  0.13
H 0.293815 3.737985 -0.497815  0.07
H -0.156723 6.490350 -2.036366  0.09
C 5.685371 1.896551 -1.751973  -0.27
C 4.232915 2.322472 -1.834944  -0.21
O 4.070850 3.349714 -2.880683  -0.09
O 6.474930 2.998534 -1.418066  -0.05
H 5.960746 1.498758 -2.728715  0.12
H 5.835576 1.111578 -1.010793  0.12
H 3.899622 2.663389 -0.854739  0.11
H 3.586806 1.534079 -2.221042  0.11
H 3.171945 3.685459 -2.851394  0.06
H 7.339775 2.922979 -1.827863  0.09

Forces on atoms 1 to 2 (eV/Å):
-0.1 0.1 -1.4
0.0 -0.2 -0.7

## Properties
Kohn-Sham gap (spin up / spin down), eV: 7.83 / 1.63
Spin multiplicity: 2
⟨S²⟩: 0.76
Net charge: +1
HOMO energy (spin up / spin down), eV: -10.405 / -10.405